No. 1
The following is a quantum chemistry calculation of a cluster of 2 separate species, CH5N2S in total at a distorted geometry, from OMol25.

Each line ends with the natural charge from an NBO analysis.
Element x y z (Å)
C -0.439 0.230 0.074  0.4762
N -0.148 1.104 0.982  -0.7575
N 0.298 -0.641 -0.532  -0.7227
S -0.227 -1.561 -1.907  0.2911
H -2.194 0.286 -0.492  0.2470
H -0.864 1.698 1.377  0.4520
H 0.800 1.230 1.331  0.4301
H 1.293 -0.703 -0.311  0.4372
H 0.310 -2.718 -1.488  0.1466

Atomic forces in eV per Å
-5.0323 0.1057 -1.5891
0.5156 0.2813 0.3827
0.5542 -0.2654 -0.0766
0.0369 0.1824 -0.0531
4.3419 -0.2732 1.3468
0.0493 -0.1181 -0.0968
-0.1504 -0.0197 -0.0341
-0.1846 0.1164 -0.0201
-0.1307 -0.0094 0.1403

The total charge is +1. The orbital gap comes out at 0.3223 Eh. The energy is -14923.231 eV. The calculation puts the HOMO energy at -0.526 hartree. The molar mass is 77.13 g/mol. As for the spin multiplicity: 1. The calculation puts the energy above the lowest of the compared OMol25 structures with the same formula, charge and spin at 312.2 kJ/mol.


No. 2
The following is a quantum chemistry calculation of the ion CH5N2S with charge +1 at a distorted geometry, from OMol25.

Each line ends with the natural charge from an NBO analysis.
Element x y z (Å)
N -0.430 -1.557 -0.226  -0.6900
C 0.223 -0.447 -0.383  0.3865
N -0.035 0.679 0.242  -0.6341
S 1.099 2.021 0.102  0.2450
H -0.341 -2.259 -0.912  0.4364
H -0.986 -1.744 0.613  0.4329
H 0.919 -0.477 -1.125  0.2207
H -0.633 0.875 1.005  0.4406
H 0.183 2.909 0.683  0.1621

Atomic forces in eV per Å
-0.7799 -0.1311 1.7148
-2.5455 0.9189 1.8482
2.1080 0.5101 -0.8466
-0.9463 0.7697 0.5706
0.1898 -0.9836 -0.4893
0.0285 0.0613 -0.6911
2.0405 0.5246 -2.0541
-1.0512 -0.9072 0.7020
0.9561 -0.7626 -0.7546

The total charge is +1. As for the SMILES: N/C=[NH+]/S. The orbital gap comes out at 0.3663 Eh. The energy is -14925.949 eV. The calculation puts the HOMO energy at -0.517 hartree. The molar mass is 77.13 g/mol. As for the spin multiplicity: 1. The calculation puts the energy above the lowest of the compared OMol25 structures with the same formula, charge and spin at 49.9 kJ/mol.


No. 3
The following is a quantum chemistry calculation of the ion CH5N2S with charge +1 at a distorted geometry, from OMol25.

Each line ends with the natural charge from an NBO analysis.
Element x y z (Å)
N -1.594 -0.150 -0.343  -0.7114
C -0.330 -0.441 -0.030  0.3879
N 0.735 0.328 -0.120  -0.6772
S 2.330 -0.220 0.155  0.3270
H -2.304 -0.761 -0.100  0.4311
H -1.982 0.744 -0.517  0.4295
H 0.052 -1.493 0.416  0.2580
H 0.543 1.325 -0.488  0.4362
H 2.550 0.668 1.028  0.1188

Atomic forces in eV per Å
2.4537 0.0872 0.3205
1.3488 -2.2912 1.3510
-2.2846 2.7065 -1.3084
-0.2546 -1.5566 -1.7564
-1.2111 -1.8874 0.5423
0.3853 1.2329 -0.4415
-1.8803 2.1501 -1.2208
0.8700 -2.0048 0.6475
0.5728 1.5634 1.8656

The total charge is +1. As for the SMILES: N/C=[NH+]/S. The orbital gap comes out at 0.3858 Eh. The energy is -14925.848 eV. The calculation puts the HOMO energy at -0.536 hartree. The molar mass is 77.13 g/mol. As for the spin multiplicity: 1. The calculation puts the energy above the lowest of the compared OMol25 structures with the same formula, charge and spin at 59.6 kJ/mol.


No. 4
The following is a quantum chemistry calculation of the ion CH5N2S2 with charge +1 at a distorted geometry, from OMol25.

Each line ends with the natural charge from an NBO analysis.
Element x y z (Å)
N -0.439 0.067 -1.335  -0.8956
C 0.366 -0.027 -0.009  -0.0185
N -0.570 -0.089 1.083  -0.7554
S 1.978 -1.010 -0.039  0.1948
S 1.875 1.028 0.152  0.1845
H -0.203 -0.640 -2.088  0.4334
H -0.564 1.053 -1.665  0.4128
H -0.315 0.582 1.881  0.4800
H -0.659 -1.083 1.472  0.4715
H -1.469 0.118 0.548  0.4925

Atomic forces in eV per Å
0.8585 -0.3551 1.7655
2.7907 0.3686 -5.0195
-1.2177 -0.7431 1.6179
-1.8933 -0.0373 0.2396
-1.1897 0.2529 0.2709
-0.0770 1.4775 1.4746
0.5545 -1.4592 0.2470
-0.6811 -1.0679 -1.3291
0.1419 1.5708 -0.4811
0.7132 -0.0072 1.2141

The total charge is +1. As for the SMILES: NC1([NH3+])SS1. The orbital gap comes out at 0.3144 Eh. The energy is -25760.300 eV. The calculation puts the HOMO energy at -0.480 hartree. The molar mass is 109.20 g/mol. As for the spin multiplicity: 1. The calculation puts the energy above the lowest of the compared OMol25 structures with the same formula, charge and spin at 202.6 kJ/mol.


No. 5
The following is a quantum chemistry calculation of the molecule CH5N3 at a distorted geometry, from OMol25.

Each line ends with the natural charge from an NBO analysis.
Element x y z (Å)
N 1.159 0.755 -0.188  -0.7776
C 0.105 0.077 0.006  0.5747
N 0.084 -0.941 0.943  -0.8251
N -1.121 0.312 -0.667  -0.8336
H 0.978 1.601 -0.720  0.3381
H -0.636 -1.614 0.755  0.3742
H 1.011 -1.184 1.245  0.4093
H -1.705 -0.510 -0.720  0.3618
H -0.869 0.590 -1.600  0.3782

Atomic forces in eV per Å
0.3295 0.3451 0.4136
-0.2980 -0.0227 0.0243
-0.4417 1.0351 -0.8497
0.6081 -0.2880 0.3162
0.0275 -0.2162 -0.2369
0.3962 -0.6427 0.4174
-0.1364 -0.4653 0.1397
-0.1731 0.0137 0.0569
-0.3122 0.2411 -0.2815

The total charge is 0. As for the SMILES: N=C(N)N. The orbital gap comes out at 0.3668 Eh. The energy is -5588.571 eV. The calculation puts the HOMO energy at -0.336 hartree. The molar mass is 59.07 g/mol. As for the spin multiplicity: 1. The calculation puts the energy above the lowest of the compared OMol25 structures with the same formula, charge and spin at 39.1 kJ/mol.


No. 6
The following is a quantum chemistry calculation of the molecule CH5N3 at a distorted geometry, from OMol25.

Each line ends with the natural charge from an NBO analysis.
Element x y z (Å)
N 1.313 0.414 -0.708  -0.7505
C 0.243 0.111 -0.164  0.5397
N -0.726 -0.675 -0.457  -0.8056
N -0.097 0.798 1.033  -0.8508
H 1.578 -0.510 -1.377  0.3243
H -0.894 -0.851 -1.448  0.3879
H -1.723 -0.396 -0.009  0.3869
H -0.754 0.294 1.672  0.3688
H 1.060 0.815 1.458  0.3994

Atomic forces in eV per Å
3.8078 -3.7137 -3.5049
-0.4158 3.3488 3.7548
-7.4809 -3.1718 -1.7235
5.0319 0.2886 2.4317
-0.9139 3.5369 1.5838
0.3445 -0.1657 0.3924
3.3717 -0.9918 -1.3405
1.2005 0.4460 -0.7825
-4.9459 0.4227 -0.8114

The total charge is 0. As for the SMILES: N=C(N)N. The orbital gap comes out at 0.3568 Eh. The energy is -5586.502 eV. The calculation puts the HOMO energy at -0.332 hartree. The molar mass is 59.07 g/mol. As for the spin multiplicity: 1. The calculation puts the energy above the lowest of the compared OMol25 structures with the same formula, charge and spin at 238.8 kJ/mol.


No. 7
The following is a quantum chemistry calculation of the molecule CH5N3 at a distorted geometry, from OMol25.

Each line ends with the natural charge from an NBO analysis.
Element x y z (Å)
N 1.293 -0.630 0.429  -0.8411
C 0.108 -0.222 0.105  0.6073
N -0.452 -0.583 -1.143  -0.8508
N -0.472 0.941 0.762  -0.8654
H 1.622 -0.778 1.372  0.3724
H -1.448 -0.351 -1.147  0.3858
H -0.075 -1.410 -1.705  0.4255
H -0.838 1.649 0.026  0.3769
H 0.262 1.385 1.301  0.3893

Atomic forces in eV per Å
-1.5634 -1.8865 -0.8192
2.8494 1.4463 -0.4889
-0.0294 -0.0555 0.8698
-1.2678 0.0627 -2.3868
-0.2602 1.0784 0.0628
0.5658 -0.5277 -0.6542
-0.8974 1.7419 1.7634
0.7758 -1.7056 1.7761
-0.1727 -0.1539 -0.1229

The total charge is 0. As for the SMILES: N=C(N)N. The orbital gap comes out at 0.3441 Eh. The energy is -5587.681 eV. The calculation puts the HOMO energy at -0.311 hartree. The molar mass is 59.07 g/mol. As for the spin multiplicity: 1. The calculation puts the energy above the lowest of the compared OMol25 structures with the same formula, charge and spin at 125.0 kJ/mol.


No. 8
The following is a quantum chemistry calculation of the molecule CH5N3 at a distorted geometry, from OMol25.

Each line ends with the natural charge from an NBO analysis.
Element x y z (Å)
H -2.145 -1.072 -0.062  0.3214
N -2.005 -0.078 -0.057  -0.7497
C -0.804 0.409 0.082  0.2437
N 0.258 -0.342 -0.021  -0.4538
N 1.719 -0.075 -0.053  -0.6433
H -0.899 1.535 -0.042  0.1962
H 0.083 -1.236 -0.046  0.3653
H 1.756 0.144 0.881  0.3545
H 2.037 0.714 -0.680  0.3658

Atomic forces in eV per Å
0.5410 -0.6729 -0.0483
0.2333 1.5481 0.9811
-4.6785 1.8205 -1.9923
4.8681 4.2631 -0.7062
-2.1572 0.0163 -2.0003
1.4176 -1.2810 0.6641
-0.7968 -5.8015 -0.3893
1.7518 1.1949 2.4872
-1.1793 -1.0874 1.0041

The total charge is 0. As for the SMILES: [H]/N=C\NN. The orbital gap comes out at 0.3620 Eh. The energy is -5585.767 eV. The calculation puts the HOMO energy at -0.326 hartree. The molar mass is 59.07 g/mol. As for the spin multiplicity: 1. The calculation puts the energy above the lowest of the compared OMol25 structures with the same formula, charge and spin at 309.6 kJ/mol.


No. 9
The following is a quantum chemistry calculation of the ion CH5N3 with charge +1 at a distorted geometry, from OMol25.

Each line ends with the natural charge from an NBO analysis.
Element x y z (Å)
N -0.136 -0.408 1.245  -0.6372
C -0.327 -0.174 -0.109  0.5811
N -0.011 1.082 -0.586  -0.7505
N -0.583 -1.272 -0.805  -0.2856
H 0.295 -1.300 1.316  0.4395
H 0.028 0.332 1.905  0.4286
H 0.367 1.717 0.176  0.4143
H 0.696 1.148 -1.331  0.4420
H -0.329 -1.123 -1.812  0.3678

Atomic forces in eV per Å
-1.2323 0.5892 -2.9516
2.6948 2.3706 2.7558
0.7605 0.1927 1.6082
0.3264 -0.5021 -1.9098
-0.3021 -1.1792 1.1941
0.3869 0.0770 0.1182
-1.0087 -0.9449 -1.2161
-1.0974 -0.3683 -0.3215
-0.5280 -0.2351 0.7226

As for the expectation value of S²: 0.763. The total charge is +1. The orbital gap (spin up / spin down) comes out at 0.4513 / 0.2671 Eh. The energy is -5579.063 eV. The calculation puts the HOMO energy (spin up / spin down) at -0.620 / -0.594 hartree. The molar mass is 59.07 g/mol. As for the spin multiplicity: 2. The calculation puts the energy above the lowest of the compared OMol25 structures with the same formula, charge and spin at 80.7 kJ/mol.


No. 10
The following is a quantum chemistry calculation of the molecule CH5N3O at a distorted geometry, from OMol25.

Each line ends with the natural charge from an NBO analysis.
Element x y z (Å)
N -0.696 -0.464 0.453  -0.1519
C 0.448 0.135 -0.249  0.4865
N -1.705 0.340 0.394  -0.5342
N 1.687 -0.346 0.247  -0.8286
O 0.351 1.289 -0.725  -0.7214
H -0.124 -0.835 -0.892  0.1810
H -1.516 1.256 -0.039  0.4149
H -2.599 0.022 0.741  0.3935
H 2.444 -0.056 -0.356  0.3864
H 1.710 -1.341 0.427  0.3736

Atomic forces in eV per Å
0.8325 0.1383 -0.3250
-0.3912 0.7248 0.8186
0.2957 0.1618 -0.1704
-0.1687 -0.1241 -0.1288
-0.0765 -0.6414 -0.0003
-0.4957 -0.0913 -0.0034
-0.1141 -0.1953 0.1972
0.2133 -0.0164 -0.3587
-0.0707 -0.0113 -0.0345
-0.0247 0.0549 0.0052

The total charge is 0. The orbital gap comes out at 0.3397 Eh. The energy is -7632.963 eV. The calculation puts the HOMO energy at -0.330 hartree. The molar mass is 75.07 g/mol. As for the spin multiplicity: 1. The calculation puts the energy above the lowest of the compared OMol25 structures with the same formula, charge and spin at 258.0 kJ/mol.